{"formula": "C7H8O4S", "method": "ωB97M-V with the def2-TZVPD basis set", "species": ["C", "C", "C", "C", "C", "C", "C", "O", "O", "O", "O", "S", "H", "H", "H", "H", "H", "H", "H", "H"], "coordinates": [[1.510, 0.552, 1.830], [0.654, 1.381, 1.214], [1.633, -0.888, 1.962], [-0.497, 1.319, 0.267], [1.135, -1.893, 1.187], [-0.776, 0.739, -0.896], [-2.019, 0.683, -1.758], [1.762, -0.106, -1.221], [-0.022, -1.369, -2.272], [0.227, -1.672, 0.182], [-2.538, -0.665, -1.672], [0.436, -0.587, -1.145], [2.322, 0.953, 2.599], [0.721, 2.397, 1.411], [2.152, -1.143, 2.832], [-1.223, 2.084, 0.656], [1.300, -2.919, 1.422], [-1.957, 0.923, -2.930], [-2.906, 1.348, -1.489], [-1.914, -1.137, -2.177]], "nbo_charge": [-0.153, -0.246, -0.313, -0.127, 0.191, -0.301, -0.124, -0.889, -0.940, -0.694, -0.712, 2.315, 0.224, 0.217, 0.216, 0.222, 0.201, 0.205, 0.222, 0.486], "spin_multiplicity": 1, "orbital_gap_ev": 8.6, "smiles": "O=S1(=O)O\\C=C/C=C\\C=C/1CO", "e_above_lowest_kcal_mol": 24.6}